1.
Below is one molecule with the formula H3N3O3S at a distorted geometry, with properties calculated with ωB97M-V/def2-TZVPD.

```
10
Properties=species:S:1:pos:R:3:forces:R:3:nbo_charge:R:1
N 1.6048 0.5542 -0.2049 1.06 -0.26 -0.08 0.225
N -0.6961 -0.7856 0.5864 2.48 -0.22 -0.94 -1.069
N 0.5590 1.4055 0.0790 1.64 -1.26 -0.76 -0.697
O 2.7657 0.9015 -0.0722 -2.78 0.55 0.09 -0.300
O -1.4742 0.7539 -1.2911 0.53 -0.39 -0.46 -0.878
O -1.7710 1.5366 0.9930 1.28 -0.84 -0.45 -0.911
S -0.9913 0.7801 0.0363 -1.36 -0.63 1.54 2.394
H -0.8797 -0.9260 1.5534 -0.85 0.46 0.97 0.403
H 0.3591 -1.0673 0.5343 -2.49 0.84 -0.69 0.419
H 0.6597 2.2753 0.5150 0.49 1.75 0.78 0.413
```
Forces are in eV/Å.

LUMO energy = -0.59 eV
HOMO level = -10.78 eV
ΔE to the lowest compared entry with this formula, charge and spin = 15.77 kJ/mol
SMILES string = NS(=O)(=O)NN=O

=====

2.
Below is an isolated ion of composition C9H12BFNO3S and charge -1, with properties calculated with ωB97M-V/def2-TZVPD.

```
28
Properties=species:S:1:pos:R:3:forces:R:3:nbo_charge:R:1
O 0.7559 -2.4322 1.1475 -0.03 -0.01 -0.09 -0.932
B 0.5559 -1.0751 0.6723 -0.14 0.21 0.06 0.981
C 1.8759 -0.4678 -0.0814 0.08 -0.01 -0.08 -0.210
C 3.0594 -0.2499 0.6317 -0.12 -0.09 0.08 -0.249
C 4.1650 0.2970 0.0099 0.08 0.04 0.03 0.006
N 4.2000 0.6479 -1.2792 0.08 0.02 -0.05 -0.468
C 3.0827 0.4356 -1.9711 0.01 0.00 -0.05 0.010
C 1.9261 -0.1043 -1.4281 -0.14 -0.05 0.07 -0.273
O 0.1638 -0.1772 1.7966 0.00 0.02 -0.28 -0.716
C -0.8162 0.6669 1.2638 0.37 -0.29 -0.08 -0.108
C -1.6182 -0.2593 0.3377 -0.02 0.10 0.10 0.219
S -2.6926 -1.3076 1.4791 -0.07 0.03 0.07 -0.156
C -2.5159 0.4333 -0.6797 -0.20 -0.06 -0.19 -0.486
C -3.5110 1.4393 -0.1080 0.10 0.08 0.02 0.057
F -4.8361 0.9867 -0.2364 0.23 0.08 0.01 -0.385
O -0.6260 -0.9723 -0.2968 -0.22 -0.26 0.27 -0.735
H 0.5577 -3.0218 0.4142 0.08 0.00 0.10 0.463
H 3.1052 -0.5098 1.6862 0.01 0.04 -0.09 0.213
H 5.0781 0.4725 0.5769 -0.03 0.00 -0.07 0.168
H 3.1091 0.7161 -3.0235 0.04 0.00 0.07 0.166
H 1.0485 -0.2397 -2.0545 0.06 0.02 0.05 0.213
H -1.3893 1.1507 2.0611 0.03 0.01 -0.06 0.170
H -0.3444 1.4137 0.5946 -0.23 0.21 0.19 0.154
H -2.5650 -2.4541 0.8044 0.06 0.04 -0.14 0.127
H -3.1024 -0.3271 -1.2037 0.12 0.04 -0.02 0.234
H -1.8724 0.9104 -1.4264 0.02 0.03 0.12 0.214
H -3.3351 1.6339 0.9541 -0.11 -0.10 -0.08 0.167
H -3.4588 2.3943 -0.6414 -0.06 -0.11 0.03 0.154
```
Forces are in eV/Å.

Net charge = -1
LUMO energy = 3.19 eV
HOMO level = -5.23 eV

=====

3.
Below is one molecule with the formula C4H7N3 at a distorted geometry, with properties calculated with ωB97M-V/def2-TZVPD.

```
14
Properties=species:S:1:pos:R:3:forces:R:3:nbo_charge:R:1
C -0.6719 1.4083 -0.7947 0.09 0.34 -0.24 -0.669
C -1.1004 -1.4001 0.8403 -2.72 -1.66 -1.24 -0.241
N -0.0494 -0.7423 1.2037 3.08 2.34 0.72 -0.560
C 0.9972 -0.3611 0.2861 -1.02 -0.52 0.60 0.355
N 2.1158 -0.9203 0.4093 0.23 0.71 -0.83 -0.562
C 0.6388 0.6338 -0.9392 -0.57 -0.57 1.29 0.073
N 1.4995 0.6692 -1.8104 -0.20 0.25 -0.26 -0.253
H -1.4012 1.1074 -1.5549 0.20 -0.01 0.14 0.240
H -0.4599 2.4708 -0.9385 0.01 -0.12 -0.10 0.237
H -1.1344 1.3071 0.1949 0.31 -0.19 -0.28 0.225
H -1.1092 -1.8260 -0.1575 -0.13 -0.04 0.26 0.190
H -1.9381 -1.5084 1.5194 0.16 0.04 -0.21 0.193
H -0.0359 -0.3200 2.1300 0.27 -0.18 -0.39 0.412
H 2.6492 -0.5183 -0.3886 0.29 -0.38 0.54 0.357
```
Forces are in eV/Å.

LUMO energy (spin up / spin down) = 0.36 / -0.96 eV
HOMO level (spin up / spin down) = -9.39 / -6.41 eV
ΔE to the lowest compared entry with this formula, charge and spin = 396.89 kJ/mol

=====

4.
Below is a 2-piece molecular cluster, C4H9NO overall at a distorted geometry, with properties calculated with ωB97M-V/def2-TZVPD.

```
15
Properties=species:S:1:pos:R:3:forces:R:3:nbo_charge:R:1
C -0.0923 -1.5827 -0.3966 1.25 -2.84 0.77 -0.535
C -1.1447 -2.2717 -0.8915 -1.00 0.67 0.41 0.014
N -1.2331 -3.6595 -1.1077 -1.41 -0.96 -1.13 -0.855
H 0.8470 -2.1606 -0.0600 -1.41 0.78 -0.85 0.178
H -0.1264 -0.6268 0.0671 -0.46 0.81 -0.37 0.211
H -2.1083 -1.6736 -1.0319 1.30 -1.19 -0.09 0.193
H -0.4952 -4.2959 -0.7768 -0.66 0.87 -0.39 0.392
H -2.0373 -4.1507 -1.6665 2.39 1.86 1.65 0.402
C 0.1973 2.4223 1.4456 -1.24 1.07 0.55 -0.496
C 0.9922 3.2338 0.8397 0.48 2.87 -4.59 0.130
O 2.0102 2.7360 0.0100 1.16 1.27 1.39 -0.701
H -0.7998 2.8460 1.5209 0.01 -0.78 1.08 0.225
H 0.6266 1.4966 1.6479 -0.34 -1.92 0.43 0.217
H 0.6339 4.2749 0.4455 0.77 -1.67 1.16 0.153
H 2.7300 3.4120 -0.0459 -0.83 -0.84 -0.02 0.472
```
Forces are in eV/Å.

LUMO energy = 0.96 eV
HOMO level = -8.04 eV
ΔE to the lowest compared entry with this formula, charge and spin = 366.40 kJ/mol
SMILES string = C=CN.C=CO

=====

5.
Below is a 7-piece molecular cluster, C22H44Cl4O12 overall at a distorted geometry, with properties calculated with ωB97M-V/def2-TZVPD.

```
82
Properties=species:S:1:pos:R:3:forces:R:3:lowdin_charge:R:1
C 0.5398 -8.6036 -2.7820 -0.50 0.59 0.34 -0.958
Cl 0.2855 -7.1822 -3.8134 -0.04 -0.01 0.18 0.572
Cl -0.3487 -8.4620 -1.2308 0.18 -0.02 -0.29 0.590
H 0.1467 -9.4590 -3.3087 0.30 -0.20 -0.03 0.023
H 1.5845 -8.6188 -2.5170 0.06 -0.41 -0.12 -0.035
C 5.1010 -7.6829 -0.2895 -0.07 -0.21 0.08 -1.019
Cl 5.8723 -6.2112 0.2916 0.05 0.05 -0.01 0.522
Cl 3.3407 -7.5178 -0.3964 -0.04 0.01 -0.08 0.542
H 5.4927 -7.9281 -1.2684 -0.02 0.10 -0.07 0.012
H 5.3057 -8.4851 0.4086 0.04 0.03 0.06 0.026
C -0.0131 -6.9507 -7.3897 0.43 -0.61 0.39 -0.062
C 1.1270 -7.7687 -7.9714 0.31 1.09 -0.19 -0.219
O 0.7646 -9.1105 -8.2757 -0.31 -0.08 0.08 0.016
C 0.1115 -9.2803 -9.4231 0.21 -0.22 -0.29 -0.599
O -0.0471 -8.4563 -10.2845 -0.16 0.10 0.10 0.128
O -0.2805 -10.5556 -9.4807 0.11 0.02 0.09 0.007
C -0.9335 -10.9505 -10.6873 0.15 0.10 -0.34 -0.036
H -0.8115 -6.8102 -8.1125 0.01 0.23 -0.03 0.080
H 0.4339 -6.0151 -7.0512 -0.31 0.23 -0.19 0.082
H -0.4000 -7.4461 -6.4976 -0.09 -0.02 -0.12 0.038
H 1.9628 -7.8075 -7.2755 -0.18 -0.33 0.14 0.106
H 1.5125 -7.2604 -8.8602 -0.13 -0.27 -0.12 0.128
H -2.0028 -10.7736 -10.5992 -0.05 -0.12 0.00 0.098
H -0.7000 -12.0005 -10.8361 -0.19 -0.07 0.17 0.093
H -0.5533 -10.3950 -11.5437 0.00 0.10 0.12 0.092
C -1.3344 -11.9428 -1.7495 -0.75 -0.02 -0.33 -0.075
C -0.1322 -12.1372 -0.8825 0.00 0.31 0.33 -0.223
O 0.5183 -13.3317 -1.3400 -0.06 -0.05 -0.26 0.045
C 1.6636 -13.6174 -0.7418 0.05 -0.14 -0.07 -0.617
O 2.1783 -12.9808 0.1368 0.17 0.10 0.21 0.129
O 2.1533 -14.7367 -1.2844 -0.22 0.09 -0.12 0.005
C 3.3533 -15.2019 -0.6884 0.66 0.04 0.02 -0.052
H -1.0875 -11.8646 -2.8091 0.17 -0.17 0.01 0.083
H -1.9030 -11.0433 -1.5108 0.24 0.05 0.30 0.044
H -2.0189 -12.7813 -1.6084 0.03 -0.04 -0.18 0.086
H -0.4225 -12.2762 0.1603 0.06 0.02 0.01 0.134
H 0.5549 -11.2911 -0.9183 0.09 -0.11 -0.07 0.100
H 3.7091 -16.0305 -1.2938 -0.25 -0.14 0.04 0.093
H 3.1780 -15.5073 0.3410 0.02 -0.05 0.00 0.099
H 4.1346 -14.4382 -0.7069 -0.20 0.08 0.09 0.096
O 2.1271 -9.5048 -5.2871 -0.37 -0.16 0.04 0.088
C 3.2849 -9.1846 -5.2778 0.41 -0.20 0.06 -0.540
O 4.1521 -9.4880 -6.2540 -0.18 0.27 0.09 0.001
C 3.6217 -10.1788 -7.3982 0.23 -0.30 -0.77 -0.221
C 4.0082 -11.6412 -7.3675 -0.15 0.05 0.47 -0.057
C 3.9140 -8.3942 -4.1691 -0.40 0.43 0.46 0.024
H 4.0869 -9.7037 -8.2662 0.03 0.08 0.13 0.129
H 2.5462 -10.0622 -7.5123 0.14 0.06 0.46 0.091
H 3.5314 -12.1493 -8.2042 0.16 -0.08 -0.08 0.081
H 3.6531 -12.1094 -6.4461 -0.07 0.02 -0.06 0.082
H 5.0896 -11.7593 -7.3964 0.03 -0.07 -0.16 0.077
H 3.0989 -8.0236 -3.5490 0.13 0.14 -0.13 0.029
H 4.4688 -7.5357 -4.5428 0.16 -0.14 -0.07 0.098
H 4.5398 -8.9848 -3.5012 0.20 -0.22 -0.34 0.090
O -3.9328 -7.8030 1.3687 0.13 -0.13 0.20 0.098
C -4.6950 -7.0383 0.8384 -0.09 0.19 0.30 -0.555
O -4.6916 -6.7936 -0.4715 -0.09 0.21 -0.32 -0.002
C -3.6980 -7.4976 -1.2182 0.42 -0.26 -0.63 -0.245
C -4.1351 -8.9092 -1.5561 -0.17 0.18 0.13 -0.069
C -5.7571 -6.2483 1.5484 -0.19 -0.30 0.23 0.023
H -2.7528 -7.4927 -0.6830 -0.12 0.03 0.14 0.056
H -3.5473 -6.9444 -2.1452 -0.18 0.22 0.12 0.124
H -5.1510 -8.8799 -1.9535 0.00 -0.08 0.00 0.082
H -4.1127 -9.5411 -0.6703 0.00 -0.09 -0.05 0.076
H -3.4873 -9.3193 -2.3300 0.07 -0.06 0.06 0.066
H -5.7187 -6.4994 2.6047 0.02 0.08 0.02 0.086
H -6.7367 -6.5332 1.1610 0.03 0.07 -0.06 0.090
H -5.6368 -5.1765 1.4131 0.09 0.01 -0.11 0.088
O -0.4133 -6.5957 5.8501 -0.01 -0.07 0.04 0.098
C -0.0034 -5.6193 5.2781 -0.11 0.09 0.32 -0.554
O 0.1345 -5.5409 3.9518 0.25 0.20 -0.06 -0.012
C -0.1634 -6.7313 3.2106 -0.25 0.01 -0.50 -0.212
C 0.4991 -6.6165 1.8436 -0.46 -0.36 0.66 -0.085
C 0.4361 -4.3498 5.9632 -0.02 -0.21 -0.28 0.020
H -1.2494 -6.7933 3.1051 0.04 -0.15 0.08 0.125
H 0.1768 -7.6060 3.7602 0.07 0.05 0.06 0.121
H 0.4571 -7.6086 1.3951 0.18 0.04 -0.15 0.034
H 1.5341 -6.3082 1.9749 0.03 0.04 -0.24 0.065
H -0.0612 -5.9383 1.2036 0.23 0.18 -0.05 0.076
H 0.2265 -3.4909 5.3309 0.05 0.06 0.05 0.083
H 1.5135 -4.4169 6.1233 -0.02 0.08 0.03 0.091
H -0.0680 -4.2707 6.9188 0.00 0.03 0.09 0.084
```
Forces are in eV/Å.

LUMO energy = 0.35 eV
HOMO level = -10.07 eV
ΔE to the lowest compared entry with this formula, charge and spin = 0.00 kJ/mol
SMILES string = CCOC(=O)OC.CCOC(=O)OC.CCOC(C)=O.CCOC(C)=O.CCOC(C)=O.ClCCl.ClCCl

=====

Molar mass (computed, g/mol): 125.1 244.1 97.1 87.1 642.4
E_tot (computed, Ha): -789.85877 -1153.70771 -320.73213 -287.69290 -3608.36768